C32H24Br2N6ORe | the ωB97M-V functional and the def2-TZVPD basis

Each line ends with the Löwdin spin population.
Geometry (Å):
Re -14.0372 13.9712 5.4902  2.41
Br -13.2282 6.9248 7.5520  0.01
Br -9.9093 11.4138 6.8072  0.01
O -12.6908 12.7611 6.1304  0.14
N -14.4954 16.0481 4.8883  -0.01
N -16.8475 12.6747 8.8674  0.00
N -12.2718 14.9408 5.1074  0.05
N -14.9868 11.7227 5.9095  -0.02
N -16.1506 14.0842 5.4671  0.01
N -15.9135 11.4337 10.6895  0.00
C -10.1213 15.6043 4.9103  0.03
C -16.5236 9.8686 6.2175  -0.01
C -18.8685 14.1594 5.5303  0.00
C -15.6040 16.0304 2.2045  0.00
C -11.8108 9.3186 7.0689  -0.01
C -15.9735 16.1103 0.8719  0.00
C -17.6482 13.3384 9.7194  0.00
C -15.7817 16.7801 4.6366  0.00
C -10.9664 14.5526 5.2128  0.08
C -10.9300 16.7007 4.5893  0.10
C -16.8393 13.8745 4.3250  0.02
C -18.1600 14.3577 6.7158  0.00
C -17.0101 17.8984 2.7310  0.00
C -12.2404 16.2572 4.7003  0.01
C -13.4879 16.8248 4.5908  -0.01
C -11.6291 10.6610 6.7396  0.05
C -17.6004 13.0610 11.0818  0.00
C -18.6237 14.2957 9.2120  0.00
C -14.2052 9.4982 6.6818  0.00
C -15.5220 9.0194 6.6387  0.01
C -16.7800 14.3264 6.6171  0.02
C -16.6970 12.0903 11.5241  0.00
C -14.0124 10.8559 6.3102  0.01
C -16.8573 17.1028 0.4617  0.00
C -18.8649 14.6888 7.9589  0.00
C -13.0566 8.7386 7.0629  0.05
C -17.3696 17.9919 1.3979  0.00
C -18.2119 13.9090 4.3246  0.00
C -16.1336 16.8950 3.1541  0.00
C -16.2041 11.2047 5.8791  0.01
C -16.0381 11.7782 9.4066  0.00
C -12.7263 11.4660 6.3752  -0.01
H -16.2741 13.6690 3.4395  0.01
H -9.0461 15.5973 4.8873  0.00
H -10.6189 17.6757 4.2594  0.00
H -17.1192 17.1956 -0.5764  0.00
H -18.2613 13.5799 11.7713  0.00
H -15.6594 17.7874 5.0499  0.00
H -16.1691 14.5189 7.4867  0.01
H -15.7195 8.0038 6.9246  0.00
H -13.6494 17.8565 4.3046  0.00
H -15.4019 11.2446 8.7163  0.00
H -16.6094 16.3225 5.1789  0.00
H -19.2684 14.6763 9.9963  0.00
H -19.7010 15.3626 7.8301  0.00
H -18.0567 18.7675 1.0827  0.00
H -17.0173 11.8504 5.5831  0.00
H -10.6756 13.5659 5.4937  0.00
H -15.5369 15.4371 0.1573  0.00
H -14.8506 15.3296 2.5148  0.00
H -16.6111 11.8443 12.5701  0.00
H -19.9581 14.2032 5.5568  0.00
H -18.7548 13.7531 3.4047  0.00
H -10.9548 8.7225 7.3433  0.00
H -17.5497 9.5359 6.1422  0.00
H -17.4191 18.6044 3.4432  0.00

Forces on atoms 1 to 2 (eV/Å):
-0.486 -0.568 0.005
-0.016 0.296 -0.092

## Properties
Net charge: +2
⟨S²⟩: 3.80
Orbital gap (spin up / spin down), eV: 6.29 / 5.53
Spin multiplicity: 4
DFT total energy, hartree: -6863.3341
HOMO energy (spin up / spin down), Ha: -0.4963 / -0.5029
LUMO energy (spin up / spin down), eV: -7.215 / -8.156

C8H16O2 | the ωB97M-V functional and the def2-TZVPD basis

Each line ends with the Löwdin charge.
Geometry (Å):
O 1.9629 -0.1222 1.5365  -0.01
O 1.9278 1.0437 -0.4230  0.02
C 1.0572 -2.3561 -0.1382  -0.04
C -0.4971 2.4693 0.2291  -0.11
C -0.8323 -0.8718 0.5091  -0.08
C 0.2775 -1.0618 -0.3410  -0.39
C 0.1118 -0.6981 -1.8066  -0.05
C 1.2770 0.3720 0.6249  -0.56
C -2.2106 -0.4898 0.1340  -0.06
C 0.1567 1.5200 1.2201  -0.14
H -0.5565 1.1213 1.9475  0.10
H -2.2742 0.0180 -0.8264  0.07
H -2.6856 0.1168 0.9068  0.09
H -0.5554 -1.3983 -2.3182  0.09
H -1.3661 2.0333 -0.2679  0.05
H 1.9984 -2.3044 -0.6888  0.09
H 0.8868 2.0620 1.8274  0.10
H 0.2081 2.7710 -0.5473  0.07
H -0.8407 3.3775 0.7347  0.07
H 1.0828 -0.7262 -2.3019  0.08
H -0.2847 0.3106 -1.9289  0.08
H -2.7781 -1.4282 0.0541  0.10
H 0.4928 -3.2198 -0.5009  0.09
H 2.8332 1.1532 -0.0889  0.12
H -0.6906 -1.1909 1.5383  0.13
H 1.2988 -2.5011 0.9153  0.08

Forces on atoms 1 to 2 (eV/Å):
-0.611 -0.567 -1.350
0.001 -0.674 -0.248

## Properties
Net charge: 0
Orbital gap (spin up / spin down), eV: 7.95 / 7.95
DFT total energy, hartree: -464.7924
HOMO energy (spin up / spin down), Ha: -0.3019 / -0.3019
LUMO energy (spin up / spin down), eV: -0.262 / -0.260

C17H53N7O9 | the ωB97M-V functional and the def2-TZVPD basis

Each line ends with the Löwdin charge.
Geometry (Å):
O 6.7720 10.1896 13.9175  0.06
O 13.1315 15.6053 10.7509  -0.09
O 14.2357 10.0139 7.1554  -0.10
O 9.4451 8.0045 10.3854  -0.16
O 13.3613 10.3726 10.8154  -0.09
O 8.5075 10.4645 8.6973  -0.01
O 12.4353 6.3815 12.5234  -0.18
O 11.7016 7.2758 7.2374  0.02
O 10.0651 12.0033 4.9290  -0.10
N 6.3233 10.1249 8.6011  0.17
N 7.6018 10.5372 6.6610  0.19
N 15.0930 7.3573 13.5253  0.05
N 11.2664 9.0882 6.0417  0.14
N 7.3362 10.3082 11.6740  0.14
N 11.2559 9.2364 8.3632  0.19
N 8.5550 9.1456 13.1485  0.16
C 8.7473 5.9752 11.2641  -0.07
C 8.4960 6.9703 10.1189  -0.26
C 15.6593 10.2668 7.2839  -0.30
C 12.4297 12.8178 4.9336  -0.08
C 14.5722 7.6796 12.2255  -0.47
C 11.3953 8.4544 7.2905  -0.68
C 11.1979 16.5987 11.8359  -0.09
C 11.9578 11.4689 12.3478  -0.07
C 11.7212 7.4850 12.9337  -0.16
C 15.8934 11.4429 8.2237  -0.08
C 13.5431 6.7145 11.6571  -0.17
C 10.9689 12.9548 5.4353  -0.33
C 15.6999 7.9068 11.1856  -0.04
C 7.4911 9.9238 13.0027  -0.72
C 7.4926 10.4064 8.0149  -0.66
C 11.7420 15.7872 10.6387  -0.32
C 12.4417 11.4508 10.9168  -0.31
H 9.1088 8.7802 12.3581  0.07
H 15.3615 12.3608 7.8877  0.08
H 9.2758 8.8313 9.8826  0.05
H 11.5569 16.3111 9.7193  0.10
H 10.9595 10.1503 8.2020  0.06
H 15.3066 8.1874 10.2161  0.06
H 11.0510 8.8084 9.2681  0.09
H 12.2823 8.0819 13.6684  0.09
H 8.8332 6.4376 12.2519  0.05
H 15.6454 11.1633 9.2761  0.07
H 10.6298 13.9792 5.1438  0.11
H 14.0805 9.2148 6.6684  0.06
H 11.6161 11.2383 10.2004  0.10
H 8.6883 6.5423 9.1417  0.11
H 10.1109 16.7242 11.8902  0.07
H 15.7225 6.5832 13.4525  0.06
H 13.3700 15.3925 11.6606  0.08
H 13.1210 7.1271 10.7369  0.12
H 10.5379 9.7768 6.1673  0.05
H 13.2798 9.9996 9.9262  0.06
H 16.3441 8.7042 11.5375  0.08
H 11.4683 16.2429 12.8143  0.06
H 14.0436 5.7501 11.4566  0.13
H 10.1981 11.9406 3.9776  0.09
H 10.9334 12.8194 6.5375  0.12
H 12.7997 12.4125 10.5387  0.10
H 10.7765 7.1024 13.3392  0.08
H 5.5101 9.7640 8.1515  0.10
H 16.1993 9.4195 7.6601  0.10
H 12.7352 11.8636 13.0062  0.08
H 6.8496 10.7992 6.0714  0.09
H 6.8587 11.1879 11.5721  0.10
H 6.3471 10.0449 9.6465  0.10
H 16.0740 10.4998 6.3062  0.10
H 11.3325 8.5372 5.1643  0.12
H 12.8172 11.7846 5.1879  0.08
H 11.4753 8.1492 12.0623  0.08
H 13.9891 8.5648 12.4024  0.09
H 9.6576 5.4165 11.0087  0.09
H 7.9853 5.2757 11.4963  0.06
H 8.7334 8.7770 14.0938  0.13
H 14.3645 6.9333 14.0864  0.07
H 16.2752 6.9628 11.0013  0.09
H 8.2455 10.3166 11.2323  0.07
H 12.4043 13.0036 3.8411  0.07
H 13.0173 13.6220 5.3411  0.06
H 16.9593 11.6294 8.2116  0.06
H 11.6966 17.5786 11.8561  0.08
H 11.8102 10.4610 12.6840  0.04
H 11.2461 14.7901 10.5284  0.11
H 7.4451 7.3614 10.1245  0.12
H 8.4863 10.7171 6.2735  0.05
H 11.0274 11.9984 12.5582  0.07

Forces on atoms 1 to 2 (eV/Å):
-1.544 0.959 1.058
0.644 0.067 -0.154

## Properties
Net charge: 0
Orbital gap, eV: 9.10
Structure (SMILES): COC[C@H](C)N.NC(N)=O.NC(N)=O.NC(N)=O.CCO.CCO.CCO.CCO.CCO
DFT total energy, hartree: -1739.9897
HOMO energy, Ha: -0.3251
LUMO energy, eV: 0.258

C22H33IrN4O8P2S3 | the ωB97M-V functional and the def2-TZVPD basis

Each line ends with the Löwdin spin population.
Geometry (Å):
Ir 0.5563 0.2324 -0.2450  2.76
S -1.4020 -0.1942 -1.6895  0.27
S 1.9642 4.5052 1.3033  0.00
S -1.3266 1.1631 1.2459  0.29
P -2.5716 0.7080 -0.3089  0.04
P 0.8792 -2.2139 1.4745  0.01
O 1.1949 2.6393 -3.7318  0.04
O 1.0515 1.5622 -1.8058  0.24
O -3.8564 -0.0679 0.0848  0.01
O -3.2245 2.0110 -0.8456  0.01
O 2.0053 -1.2809 1.0728  0.08
O 2.0447 -4.3069 -3.4836  0.00
O -0.3529 -2.0202 0.6592  0.07
O 2.6758 -2.9433 -1.9469  0.00
N -0.0824 -0.6373 3.5048  0.00
N 1.6595 2.0010 0.8260  0.08
N 2.1645 -3.1969 -3.0503  0.00
N 2.7160 -4.0500 0.5409  0.00
C -3.5117 -1.6181 1.9470  0.00
C 0.4163 -2.0205 3.2475  0.00
C -4.1182 -1.4268 0.5724  0.00
C 2.5998 1.0184 2.9292  0.00
C 3.1234 1.2969 4.1782  0.00
C 3.2750 2.6148 4.6264  0.00
C -2.1672 3.3832 -2.5473  0.00
C 2.2064 2.0825 2.1082  0.01
C -3.6009 4.3582 -0.7070  0.00
C 1.7265 -2.0482 -3.8157  0.00
C 1.5863 -3.9277 1.5018  0.00
C 1.2114 -2.2103 -5.0913  0.00
C 1.2899 0.2881 -3.8369  0.01
C 0.7651 -1.0786 -5.7573  0.00
C 1.5173 3.1956 0.3159  0.00
C 2.9405 3.6721 3.8081  0.00
C 2.4099 3.3936 2.5498  0.00
C 1.1867 1.6019 -3.1197  0.02
C -3.6825 -2.4755 -0.4266  0.00
C 0.8016 0.1635 -5.1358  0.00
C 1.7916 -0.8180 -3.1903  0.01
C -2.5805 3.3145 -1.0947  0.00
H -1.7639 4.3721 -2.7642  0.00
H 2.3846 -4.0173 -0.4570  0.00
H 0.8260 -4.6681 1.2605  0.00
H 2.6169 0.0169 2.5212  0.00
H -2.4269 -1.7188 1.8578  0.00
H -2.5984 -2.5896 -0.4331  0.00
H -1.7084 3.3738 -0.4375  0.00
H 1.1691 -3.1921 -5.5407  0.00
H -0.3972 -2.7178 3.4533  0.00
H 3.4578 0.4842 4.8102  0.00
H -5.2043 -1.4206 0.6475  0.00
H 1.2459 -2.2405 3.9180  0.00
H -0.7559 -0.3367 2.7636  0.00
H -0.5528 -0.5664 4.4102  0.00
H -4.0234 -2.2245 -1.4300  0.00
H -1.4042 2.6457 -2.7851  0.00
H 0.4480 1.0496 -5.6457  0.00
H -3.0344 3.2174 -3.1870  0.00
H 3.1005 4.6926 4.1278  0.00
H 3.2558 -4.9048 0.6851  0.00
H -3.1678 5.3510 -0.8224  0.00
H 0.3722 -1.1688 -6.7598  0.00
H 1.1348 3.3533 -0.6798  0.00
H -3.9128 -2.5302 2.3882  0.00
H 0.6911 0.0522 3.4817  0.00
H -3.9182 4.2306 0.3268  0.00
H 2.2476 -0.7344 -2.2131  0.01
H 1.9782 -4.1284 2.4990  0.00
H 3.3314 -3.2318 0.6303  0.00
H -4.4758 4.2820 -1.3522  0.00
H 3.6939 2.8060 5.6041  0.00
H -3.7579 -0.7802 2.5997  0.00
H -4.1338 -3.4268 -0.1439  0.00

Forces on atoms 1 to 2 (eV/Å):
-0.728 0.377 -0.204
0.227 -0.052 0.219

## Properties
Net charge: +2
⟨S²⟩: 6.01
Orbital gap (spin up / spin down), eV: 7.33 / 6.46
Spin multiplicity: 5
DFT total energy, hartree: -3660.1785
HOMO energy (spin up / spin down), Ha: -0.4786 / -0.5188
LUMO energy (spin up / spin down), eV: -5.698 / -7.661